Density functional theory data (the ωB97M-V functional and the def2-TZVPD basis) for a cluster of 9 separate species, C42H108N6O17 in total in a non-equilibrium geometry.

E_HOMO   -8.122 eV
Spin multiplicity   1
Net charge   0
SMILES   COCCNCCOC.COCCNCCOC.COCCNCCOC.COCCNCCOC.COCCNCCOC.COCCNCCOC.OCCO.OCCO.CCO
HOMO-LUMO gap   0.3209 Ha
Calculated total energy   -3272.205972 Ha

XYZ file:
```
173
C42H108N6O17 the ωB97M-V functional and the def2-TZVPD basis
C 1.291 -1.182 -4.459
O -0.039 -1.008 -4.101
C -0.973 -1.943 -4.605
C -2.402 -1.684 -4.056
N -2.718 -0.350 -4.593
C -3.870 0.251 -4.001
C -4.626 1.133 -5.002
O -5.462 0.231 -5.821
C -5.818 0.776 -7.063
H 1.969 -0.475 -3.890
H 1.407 -1.055 -5.518
H 1.670 -2.136 -4.120
H -0.649 -2.862 -4.113
H -1.010 -1.972 -5.678
H -2.420 -1.739 -2.918
H -3.089 -2.407 -4.516
H -1.913 0.255 -4.577
H -3.640 0.807 -3.097
H -4.589 -0.544 -3.674
H -4.000 1.571 -5.757
H -5.258 1.818 -4.485
H -6.570 0.099 -7.471
H -4.917 0.881 -7.755
H -6.265 1.763 -6.875
C 3.292 -4.171 1.237
O 3.164 -2.930 0.448
C 4.084 -2.864 -0.605
C 3.961 -1.525 -1.336
N 4.277 -0.506 -0.452
C 4.379 0.875 -0.914
C 4.295 1.833 0.290
O 3.031 1.955 0.864
C 3.015 2.950 1.814
H 3.171 -5.058 0.618
H 2.600 -4.106 2.040
H 4.243 -4.257 1.674
H 3.972 -3.611 -1.355
H 5.206 -3.039 -0.302
H 2.956 -1.444 -1.818
H 4.727 -1.542 -2.136
H 3.487 -0.544 0.222
H 3.637 1.068 -1.768
H 5.314 1.037 -1.382
H 4.531 2.872 -0.044
H 5.098 1.485 0.991
H 3.605 2.877 2.715
H 1.953 3.117 2.045
H 3.247 3.879 1.294
C 10.482 0.120 0.977
O 9.620 -1.013 1.271
C 8.344 -1.038 0.714
C 7.340 -0.188 1.503
N 7.501 -0.438 2.890
C 6.658 0.383 3.815
C 5.380 -0.255 4.321
O 4.427 -0.184 3.290
C 3.114 -0.570 3.806
H 11.432 -0.158 1.364
H 10.039 1.019 1.439
H 10.661 0.345 -0.063
H 8.128 -2.079 0.709
H 8.351 -0.771 -0.326
H 6.309 -0.492 1.325
H 7.603 0.831 1.249
H 8.484 -0.479 3.111
H 6.383 1.279 3.307
H 7.311 0.617 4.640
H 4.952 0.372 5.174
H 5.535 -1.253 4.606
H 2.936 0.078 4.605
H 3.117 -1.638 4.059
H 2.432 -0.316 3.013
C -4.210 -1.224 6.841
O -3.577 -0.942 5.579
C -2.133 -1.102 5.724
C -1.711 -1.959 4.458
N -2.365 -3.174 4.409
C -1.958 -4.126 3.396
C -3.058 -5.126 3.098
O -4.306 -4.459 2.788
C -5.220 -5.505 2.452
H -5.239 -1.016 6.706
H -3.928 -0.459 7.674
H -4.158 -2.303 7.193
H -1.974 -1.772 6.616
H -1.685 -0.087 5.730
H -0.636 -2.212 4.445
H -1.862 -1.411 3.515
H -3.352 -3.014 4.297
H -1.161 -4.768 3.717
H -1.513 -3.656 2.491
H -3.147 -5.774 4.020
H -2.836 -5.767 2.252
H -4.673 -6.190 1.839
H -6.123 -5.096 1.922
H -5.677 -6.009 3.312
C -0.600 1.921 3.351
O -1.700 2.654 3.896
C -2.896 1.946 3.998
C -3.534 1.434 2.726
N -3.990 2.383 1.661
C -2.967 3.006 0.817
C -3.477 3.718 -0.408
O -3.657 2.812 -1.470
C -4.166 3.479 -2.626
H -0.720 0.887 3.700
H 0.315 2.350 3.717
H -0.620 1.994 2.247
H -3.677 2.551 4.441
H -2.762 1.105 4.605
H -4.458 0.957 2.989
H -2.926 0.740 2.217
H -4.466 3.156 2.143
H -2.167 2.200 0.607
H -2.472 3.847 1.398
H -2.674 4.467 -0.683
H -4.312 4.342 -0.146
H -3.603 4.445 -2.730
H -5.200 3.616 -2.366
H -4.009 2.891 -3.487
C 0.418 7.232 -0.972
O 0.462 6.729 -2.291
C 1.379 5.710 -2.386
C 1.532 5.327 -3.830
N 0.314 4.789 -4.389
C 0.563 3.514 -5.129
C -0.720 2.729 -5.256
O -1.335 2.567 -4.010
C -0.482 2.134 -2.964
H 0.312 6.444 -0.207
H -0.486 7.780 -0.962
H 1.324 7.799 -0.739
H 0.963 4.872 -1.827
H 2.347 5.958 -1.966
H 2.237 4.508 -3.873
H 1.890 6.157 -4.468
H -0.278 4.512 -3.636
H 1.348 2.891 -4.635
H 0.907 3.679 -6.158
H -0.463 1.779 -5.700
H -1.389 3.286 -5.960
H 0.469 2.691 -2.789
H -0.230 1.128 -3.207
H -1.127 2.183 -2.061
O -3.727 -0.060 -0.559
C -5.036 -0.369 -0.056
C -4.972 -1.819 0.377
O -3.992 -1.876 1.486
H -3.816 0.883 -0.835
H -5.212 0.262 0.814
H -5.724 -0.289 -0.903
H -4.601 -2.401 -0.423
H -6.058 -2.109 0.756
H -4.159 -2.713 2.002
O 0.352 -4.594 0.809
C 0.074 -5.489 -0.209
C -1.210 -5.175 -0.976
O -1.071 -4.101 -1.869
H 0.389 -3.672 0.517
H 0.890 -5.458 -1.021
H -0.010 -6.468 0.290
H -2.019 -4.889 -0.281
H -1.543 -6.009 -1.476
H -0.967 -3.273 -1.393
C 0.423 -0.199 -0.241
C -0.910 -0.601 0.265
O -1.238 -1.993 0.156
H 0.531 0.896 -0.029
H 0.535 -0.271 -1.334
H 1.264 -0.723 0.228
H -1.685 -0.021 -0.222
H -0.981 -0.247 1.297
H -2.132 -2.118 0.381
```

Löwdin atomic charge list, values in e, 4 entries: atom 1 (C): -0.121, atom 2 (O): -0.236, atom 3 (C): -0.200, atom 4 (C): -0.158